No. 1
Density functional theory data (the ωB97M-V functional and the def2-TZVPD basis) for a 8-piece molecular cluster, C14H33B2N8O17P overall.

Results
HOMO	-7.7	eV
multiplicity	1
M	638.1	g/mol
E_tot	-72395.407	eV
structure (SMILES)	NP(O)B(Cc1ccccc1)B(O)O.C[N+](=O)[O-].C[N+](=O)[O-].C[N+](=O)[O-].C[N+](=O)[O-].C[N+](=O)[O-].C[N+](=O)[O-].C[N+](=O)[O-]
total charge	0
HOMO-LUMO gap	0.264	Eh
lowest unoccupied orbital energy	-0.521	eV

Cartesian coordinates (Å):
N1 -0.965 -0.209 3.880
P1 -1.740 0.435 2.382
O1 -0.511 1.518 1.719
B1 -1.930 -0.936 1.059
C1 -1.693 -2.510 1.540
C2 -0.211 -2.939 0.893
C3 -0.074 -4.455 0.202
C4 1.406 -4.833 -0.429
C5 2.703 -3.777 -0.429
C6 2.570 -2.289 0.244
C7 1.095 -1.896 0.928
B2 -2.288 -0.470 -0.498
O2 -3.587 0.146 -0.841
O3 -1.180 -0.683 -1.496
H1 0.079 -0.007 3.849
H2 -1.375 0.248 4.723
H3 -0.935 2.309 1.274
H4 -1.623 -2.633 2.713
H5 -2.531 -3.231 1.144
H6 -0.975 -5.223 0.150
H7 1.539 -5.901 -0.903
H8 3.747 -4.065 -0.921
H9 3.457 -1.495 0.266
H10 1.054 -0.830 1.432
H11 -3.378 1.136 -0.985
H12 -1.145 -1.654 -1.743
C8 3.472 1.672 -1.745
N2 4.210 1.777 -0.457
O4 4.903 2.786 -0.283
O5 4.073 0.844 0.342
H13 3.684 2.558 -2.347
H14 3.819 0.769 -2.251
H15 2.407 1.612 -1.510
C9 -6.053 0.102 2.276
N3 -5.447 -0.677 3.389
O6 -6.130 -1.579 3.886
O7 -4.302 -0.361 3.732
H16 -7.056 -0.282 2.080
H17 -6.095 1.147 2.590
H18 -5.414 -0.024 1.399
C10 -3.886 -7.508 -1.121
N4 -3.074 -6.704 -0.168
O8 -3.331 -5.498 -0.082
O9 -2.202 -7.308 0.468
H19 -4.611 -6.852 -1.608
H20 -3.202 -7.938 -1.855
H21 -4.395 -8.285 -0.547
C11 0.837 -0.567 -4.576
N5 1.747 0.427 -3.946
O10 1.278 1.134 -3.046
O11 2.906 0.471 -4.373
H22 -0.146 -0.495 -4.104
H23 0.773 -0.328 -5.639
H24 1.270 -1.557 -4.416
C12 4.719 -1.809 -6.366
N6 3.649 -2.836 -6.485
O12 3.361 -3.224 -7.623
O13 3.130 -3.225 -5.433
H25 5.084 -1.562 -7.365
H26 4.280 -0.931 -5.888
H27 5.519 -2.235 -5.757
C13 -0.343 5.832 3.021
N7 -1.412 4.804 2.902
O14 -1.700 4.416 1.764
O15 -1.932 4.416 3.954
H28 0.023 6.079 2.022
H29 -0.781 6.710 3.499
H30 0.458 5.406 3.630
C14 2.372 9.509 4.264
N8 1.658 8.370 3.625
O16 2.339 7.398 3.279
O17 0.435 8.485 3.489
H31 3.437 9.272 4.319
H32 2.205 10.392 3.644
H33 1.954 9.640 5.264

No. 2
Density functional theory data (the ωB97M-V functional and the def2-TZVPD basis) for C28H52P2Ti as an isolated structure.

Results
HOMO (spin up / spin down)	-9.2 / -9.2	eV
multiplicity	2
M	498.5	g/mol
E_tot	-71558.181	eV
total charge	+1
ΔE to the lowest compared entry with this formula, charge and spin	0.000	eV
HOMO-LUMO gap (spin up / spin down)	0.245 / 0.194	Eh
expectation value of S²	0.7694
lowest unoccupied orbital energy (spin up / spin down)	-2.551 / -3.944	eV

Cartesian coordinates (Å):
Ti1 -4.182 0.595 -1.423
C1 1.077 1.701 -1.135
C2 0.327 2.358 -0.089
C3 1.881 0.965 0.890
C4 2.103 0.920 -0.538
C5 0.694 1.733 1.139
C6 0.913 1.988 -2.583
H1 0.058 2.637 -2.788
H2 0.666 1.054 -3.066
H3 1.817 2.333 -3.092
C7 3.005 0.024 -1.322
H4 2.972 0.262 -2.395
H5 2.649 -1.022 -1.227
H6 4.062 0.076 -1.022
C8 2.415 -0.039 1.851
H7 3.510 -0.158 1.789
H8 1.932 -1.048 1.803
H9 2.246 0.322 2.870
C9 -0.098 1.769 2.400
H10 0.425 2.297 3.195
H11 -0.368 0.757 2.720
H12 -1.042 2.280 2.242
C10 -0.977 3.154 -0.290
H13 -1.000 4.131 0.235
H14 -1.856 2.573 0.103
H15 -1.249 3.375 -1.361
C11 -5.026 -0.678 -2.900
C12 -4.444 0.487 -3.465
C13 -5.181 1.828 -3.801
C14 -6.140 2.268 -2.681
C15 -5.724 1.824 -1.252
C16 -5.987 0.480 -0.567
C17 -6.768 -0.745 -1.015
C18 -6.502 -0.872 -2.527
H16 -5.661 1.955 -4.800
H17 -7.198 1.998 -2.853
H18 -4.299 2.490 -3.886
H19 -7.270 -0.322 -3.088
H20 -4.695 -1.597 -3.427
H21 -3.619 0.289 -4.186
H22 -6.918 -1.845 -2.800
H23 -6.412 -1.653 -0.479
H24 -5.634 0.425 0.440
H25 -7.877 -0.798 -0.823
H26 -6.062 3.366 -2.632
H27 -5.445 2.675 -0.536
P1 -1.672 -1.990 -2.031
P2 -2.159 -0.825 1.257
C19 -3.155 -2.374 -0.989
C20 -3.207 -2.148 0.566
H28 -3.456 -3.422 -1.198
H29 -4.038 -1.843 -1.389
H30 -4.257 -2.191 0.929
H31 -2.823 -3.105 0.960
C21 -1.700 -1.829 2.851
H32 -0.943 -1.317 3.463
H33 -1.268 -2.820 2.629
H34 -2.575 -1.970 3.513
C22 -3.411 0.178 2.123
H35 -4.157 -0.491 2.538
H36 -3.838 0.979 1.506
H37 -2.890 0.607 2.974
C23 -1.501 -2.504 -3.757
H38 -0.893 -1.777 -4.305
H39 -2.423 -2.614 -4.349
H40 -0.907 -3.401 -3.939
C24 -1.608 -0.163 -1.972
H41 -1.459 0.251 -0.903
H42 -2.378 0.403 -2.549
H43 -0.671 0.305 -2.400
C25 1.898 -3.355 -0.121
C26 0.863 -3.181 -1.242
C27 0.369 -4.552 -1.695
C28 -0.237 -2.222 -0.841
H44 1.603 -3.997 0.734
H45 2.278 -2.386 0.226
H46 2.764 -3.850 -0.563
H47 1.356 -2.707 -2.114
H48 0.157 -5.274 -0.899
H49 -0.504 -4.533 -2.349
H50 1.150 -5.071 -2.242
H51 -0.741 -2.533 0.072
H52 0.148 -1.177 -0.723

No. 3
Density functional theory data (the ωB97M-V functional and the def2-TZVPD basis) for C20H21N3O3S2 as an isolated structure.

Results
HOMO	-8.2	eV
multiplicity	1
M	415.5	g/mol
E_tot	-53346.773	eV
total charge	0
ΔE to the lowest compared entry with this formula, charge and spin	18.856	eV
HOMO-LUMO gap	0.315	Eh
lowest unoccupied orbital energy	0.328	eV

Cartesian coordinates (Å):
C1 2.357 2.233 0.779
N1 2.309 1.434 1.881
C2 1.575 0.296 2.127
O1 1.594 -0.191 3.170
C3 0.600 0.248 0.927
C4 0.556 -1.067 0.595
C5 -0.474 -1.409 -0.264
C6 -1.198 -0.616 -0.831
C7 -1.255 0.659 -0.197
C8 -0.449 1.005 0.709
H1 -0.345 1.869 1.350
H2 -1.977 1.330 -0.415
N2 -2.316 -0.823 -1.876
C9 -2.240 -1.932 -2.664
N3 -3.198 -2.109 -3.469
C10 -3.188 -3.048 -4.313
C11 -4.079 -4.254 -4.156
H3 -4.285 -4.871 -4.918
H4 -4.742 -4.222 -3.564
S1 -2.808 -5.376 -3.031
O2 -3.031 -6.685 -3.218
O3 -2.512 -4.761 -1.653
C12 -1.371 -5.064 -4.208
C13 -1.660 -3.520 -4.382
H5 -0.918 -3.288 -5.621
S2 -0.724 -2.601 -3.338
H6 -1.668 -5.468 -5.264
H7 -0.340 -5.347 -3.821
H8 -3.522 -2.585 -5.257
H9 -3.261 -0.487 -1.604
H10 -0.217 -2.615 -0.768
H11 1.463 -1.802 0.806
C14 3.220 1.961 3.066
C15 2.683 3.447 3.518
C16 3.487 4.550 3.505
C17 3.095 5.512 4.062
C18 1.864 5.774 4.369
C19 0.778 4.578 4.751
C20 1.466 3.402 4.144
H12 0.888 2.505 4.345
H13 -0.231 4.665 5.000
H14 1.294 6.719 5.136
H15 3.642 6.666 3.988
H16 4.435 4.554 3.089
H17 4.384 2.141 2.732
H18 3.093 1.199 3.715
H19 1.852 3.281 0.803
H20 3.322 2.435 0.359
H21 2.051 1.676 -0.096

No. 4
Density functional theory data (the ωB97M-V functional and the def2-TZVPD basis) for a 2-piece molecular cluster, C2H5BO2 overall.

Results
HOMO (spin up / spin down)	-7.2 / -10.7	eV
multiplicity	3
M	71.9	g/mol
E_tot	-6922.198	eV
total charge	0
ΔE to the lowest compared entry with this formula, charge and spin	1.243	eV
HOMO-LUMO gap (spin up / spin down)	0.277 / 0.258	Eh
expectation value of S²	2.0080
lowest unoccupied orbital energy (spin up / spin down)	0.372 / -3.702	eV

Cartesian coordinates (Å):
B1 -0.384 0.252 0.004
C1 -0.525 0.250 2.536
C2 0.160 0.219 1.386
O1 -0.806 0.764 -0.992
O2 0.614 1.293 -3.412
H1 -0.131 0.471 3.409
H2 -1.631 0.164 2.495
H3 1.245 0.421 1.400
H4 0.284 0.978 -2.615
H5 1.295 2.027 -3.344

No. 5
Density functional theory data (the ωB97M-V functional and the def2-TZVPD basis) for one molecule with the formula C6H7N.

Results
HOMO	-7.8	eV
multiplicity	1
M	93.1	g/mol
E_tot	-7821.460	eV
structure (SMILES)	c1cc2n(c1)CC2
total charge	0
ΔE to the lowest compared entry with this formula, charge and spin	4.187	eV
HOMO-LUMO gap	0.325	Eh
lowest unoccupied orbital energy	1.047	eV

Cartesian coordinates (Å):
C1 0.317 1.936 -0.671
C2 0.366 0.825 -1.534
C3 0.018 -0.338 -0.698
N1 -0.260 0.113 0.603
C4 -0.225 1.530 0.577
C5 0.019 -1.135 1.239
C6 -0.061 -1.793 -0.122
H1 0.041 3.157 -0.778
H2 0.854 0.762 -2.589
H3 -0.661 2.303 1.316
H4 0.918 -1.273 1.898
H5 -0.917 -1.547 1.762
H6 0.702 -2.584 -0.506
H7 -1.111 -1.957 -0.498

No. 6
Density functional theory data (the ωB97M-V functional and the def2-TZVPD basis) for one molecule with the formula C7H9N.

Results
HOMO	-9.2	eV
multiplicity	1
M	107.2	g/mol
E_tot	-8890.081	eV
structure (SMILES)	C#C/N=C(\C)C(=C)C
total charge	0
ΔE to the lowest compared entry with this formula, charge and spin	5.075	eV
HOMO-LUMO gap	0.370	Eh
lowest unoccupied orbital energy	0.857	eV

Cartesian coordinates (Å):
C1 3.803 0.293 0.535
C2 2.593 0.177 0.489
N1 1.019 0.688 0.464
C3 0.340 -0.145 -0.141
C4 0.434 -1.565 -0.538
C5 -1.073 0.641 0.015
C6 -1.196 1.863 -0.492
C7 -2.208 -0.196 0.503
H1 4.849 0.389 0.427
H2 1.404 -1.719 -1.011
H3 0.392 -2.193 0.351
H4 -0.360 -1.831 -1.236
H5 -2.144 2.384 -0.479
H6 -0.332 2.443 -0.775
H7 -2.368 -1.072 -0.126
H8 -2.019 -0.537 1.521
H9 -3.134 0.379 0.492

No. 7
Density functional theory data (the ωB97M-V functional and the def2-TZVPD basis) for a 2-piece molecular cluster, CHBr2F overall.

Results
HOMO (spin up / spin down)	-9.3 / -10.5	eV
multiplicity	1
M	191.8	g/mol
E_tot	-143852.531	eV
total charge	0
ΔE to the lowest compared entry with this formula, charge and spin	0.948	eV
HOMO-LUMO gap (spin up / spin down)	0.231 / 0.336	Eh
lowest unoccupied orbital energy (spin up / spin down)	-3.050 / -1.327	eV

Cartesian coordinates (Å):
C1 -0.071 -0.152 0.964
F1 0.982 0.176 1.665
Br1 -1.187 -1.416 1.536
Br2 -2.117 2.268 0.875
H1 0.305 -0.356 -0.027

Results for max |F|: 5.2 3.2 19.3 9.0 5.3 8.2 2.1 (in eV/Å, following the order of the records).